C37H33InO2P2 | wB97M-V/def2-TZVPD

Geometry (Å):
C: 0.65394 -1.26236 -1.99668
C: -0.37693 -1.80905 -1.23325
C: -1.67523 -1.80266 -1.78288
C: -1.88889 -1.41750 -3.10219
C: -0.82199 -1.04124 -3.92275
C: 0.45156 -0.94617 -3.32483
P: 0.01381 -2.18537 0.49499
C: -1.30708 -3.30526 1.00369
C: -2.44916 -2.86412 1.70731
C: -3.47600 -3.78037 1.98156
C: -3.35653 -5.12563 1.61023
C: -2.18828 -5.54807 0.96892
C: -1.16959 -4.65185 0.65435
In: 0.19479 0.05732 1.76441
P: 0.17781 2.17371 0.45972
C: -1.27938 2.07924 -0.67770
C: -1.12426 2.32173 -2.05019
C: -2.20843 2.20292 -2.91738
C: -3.46158 1.82570 -2.45360
C: -3.61404 1.52136 -1.10592
C: -2.53522 1.63471 -0.22517
C: -0.07140 3.58639 1.63508
C: 0.78661 3.74749 2.75107
C: 0.51609 4.76884 3.67243
C: -0.53699 5.67611 3.47016
C: -1.41604 5.44048 2.40213
C: -1.19409 4.41211 1.48141
C: 1.81321 2.33785 -0.35951
C: 2.85449 1.40474 -0.21745
C: 4.06076 1.57920 -0.90176
C: 4.25988 2.69101 -1.71472
C: 3.26774 3.65677 -1.79468
C: 2.05327 3.50562 -1.11529
C: 1.63100 -3.04661 0.57271
C: 2.09399 -3.76046 -0.54772
C: 3.37210 -4.33538 -0.53363
C: 4.20167 -4.22054 0.58170
C: 3.74117 -3.51870 1.69811
C: 2.45724 -2.96257 1.71371
H: 1.61861 3.03798 2.87803
H: 1.11897 4.91619 4.57067
H: -0.69925 6.55876 4.12033
H: -2.29368 6.06850 2.26790
H: -1.89142 4.20992 0.65783
H: -0.12595 2.57094 -2.41114
H: -2.05160 2.40881 -3.97742
H: -4.30926 1.80733 -3.14699
H: -4.58641 1.21244 -0.73603
H: -2.68275 1.33465 0.80889
H: 2.71255 0.54623 0.45250
H: 4.85837 0.84998 -0.81033
H: 5.16898 2.81945 -2.29486
H: 3.41844 4.55527 -2.38398
H: 1.29439 4.28680 -1.13108
H: 1.46845 -3.83433 -1.43692
H: 3.72712 -4.87473 -1.41133
H: 5.19869 -4.66860 0.54999
H: 4.42222 -3.42414 2.55225
H: 2.06897 -2.41429 2.58272
H: -2.50435 -1.82374 2.04825
H: -4.38106 -3.45982 2.49364
H: -4.16052 -5.83583 1.82012
H: -2.06788 -6.59549 0.71578
H: -0.25968 -4.99547 0.14843
H: -2.52347 -2.03877 -1.14559
H: -2.89753 -1.40511 -3.51947
H: -1.01834 -0.85103 -4.98663
H: 1.39269 -0.64320 -3.78082
H: 1.64138 -1.03062 -1.58387
H: 0.45605 1.17742 -4.61295
H: 1.10518 1.02194 -4.25259
O: -2.27315 -0.38439 4.99337
C: -1.43284 -0.15327 4.12229
O: -1.66299 0.27952 2.86242
H: -0.29895 -0.26865 4.33023

The calculation puts the relative energy (zero: lowest compared OMol25 entry of this formula, charge and spin) at 37.9 kJ/mol. The calculation puts the HOMO energy at -14.496 eV. The net charge is +2. The calculation puts the LUMO energy at -8.43 eV. The spin multiplicity is 1.